1.
Density functional theory data (the ωB97M-V functional and the def2-TZVPD basis) for a 2-piece molecular cluster, C8H18BCl2O3S overall.

Geometry (Å):
1 C 1.568 1.727 0.990
2 C 0.829 2.338 -0.216
3 C -0.332 1.517 -0.750
4 Cl 0.088 -0.224 -0.899
5 C -1.605 1.775 0.022
6 O -2.198 2.967 -0.437
7 B -3.598 2.913 0.044
8 Cl -4.016 4.376 1.171
9 O -3.695 1.611 0.757
10 C -2.772 0.798 -0.004
11 C -2.665 -0.532 0.723
12 H 1.502 2.408 1.832
13 H 2.620 1.603 0.766
14 H 1.157 0.779 1.310
15 H 1.543 2.445 -1.027
16 H 0.441 3.320 0.027
17 H -0.505 1.853 -1.765
18 H -1.358 1.967 1.075
19 H -4.439 2.916 -0.849
20 H -3.229 0.792 -0.999
21 H -3.610 -0.691 1.224
22 H -1.829 -0.538 1.410
23 H -2.557 -1.339 0.003
24 C 2.936 -2.570 -1.443
25 S 2.390 -2.851 0.245
26 O 3.423 -2.266 1.138
27 C 2.662 -4.632 0.238
28 H 2.882 -1.500 -1.631
29 H 3.963 -2.919 -1.559
30 H 2.272 -3.094 -2.130
31 H 3.708 -4.844 0.013
32 H 2.010 -5.093 -0.504
33 H 2.414 -5.009 1.227

Cartesian forces (eV/Å) of the 6 atoms listed first:
C -0.2862 0.7014 0.0748
C 0.5643 -0.8081 0.0838
C -0.2425 0.8825 -0.4992
Cl 0.1474 -0.2401 -0.0620
C -0.1234 0.0388 0.3069
O 0.2155 0.1411 -0.3320

Gap between HOMO and LUMO, eV: 6.94
Spin multiplicity: 1
Charge: -1

***

2.
Density functional theory data (the ωB97M-V functional and the def2-TZVPD basis) for one molecule with the formula C22H26N2O5S.

Geometry (Å):
1 C 5.660 3.563 -0.946
2 C 4.152 3.363 -1.048
3 C 3.741 1.891 -1.012
4 C 4.042 1.231 0.337
5 N 3.382 -0.050 0.460
6 C 3.715 -1.116 -0.379
7 C 2.760 -2.089 -0.663
8 C 3.072 -3.164 -1.475
9 C 4.331 -3.278 -2.038
10 C 5.280 -2.306 -1.773
11 C 4.981 -1.235 -0.951
12 S 2.358 -0.300 1.761
13 O 2.597 0.767 2.689
14 O 2.481 -1.650 2.216
15 C 0.706 -0.053 1.102
16 C -0.209 -1.087 1.117
17 C -1.496 -0.901 0.630
18 C -1.829 0.351 0.139
19 C -0.904 1.399 0.143
20 C 0.370 1.206 0.628
21 C -1.527 2.643 -0.412
22 C -2.945 2.189 -0.799
23 N -3.046 0.787 -0.399
24 C -4.167 0.039 -0.516
25 O -4.215 -1.130 -0.157
26 C -5.365 0.740 -1.130
27 C -6.537 -0.216 -1.385
28 C -7.324 -0.524 -0.110
29 O -8.423 -0.083 0.085
30 O -6.711 -1.310 0.765
31 H 6.030 3.243 0.023
32 H 5.909 4.614 -1.073
33 H 6.172 2.996 -1.720
34 H 3.800 3.797 -1.987
35 H 3.661 3.896 -0.231
36 H 4.257 1.347 -1.805
37 H 2.669 1.809 -1.205
38 H 3.659 1.840 1.156
39 H 5.121 1.123 0.483
40 H 1.775 -2.003 -0.238
41 H 2.320 -3.912 -1.676
42 H 4.572 -4.115 -2.675
43 H 6.268 -2.382 -2.203
44 H 5.744 -0.500 -0.749
45 H 0.095 -2.038 1.525
46 H -2.214 -1.703 0.641
47 H 1.091 2.006 0.664
48 H -1.548 3.434 0.338
49 H -0.972 3.015 -1.274
50 H -3.108 2.279 -1.877
51 H -3.709 2.778 -0.286
52 H -5.686 1.549 -0.468
53 H -5.060 1.190 -2.078
54 H -6.162 -1.150 -1.810
55 H -7.228 0.244 -2.091
56 H -5.786 -1.512 0.484

Cartesian forces (eV/Å) of the 6 atoms listed first:
C -0.2342 0.0919 0.0121
C 0.1131 -0.2298 -0.1211
C 0.0444 0.1502 0.1854
C 0.0257 0.5457 -0.1994
N -0.5336 -0.0540 1.1378
C -0.0013 -0.7590 -0.5184

Gap between HOMO and LUMO, eV: 8.74
Spin multiplicity: 1
Energy relative to the best compared isomer or geometry (same formula, charge and spin), kcal per mole: 16.5
Charge: 0

***

3.
Density functional theory data (the ωB97M-V functional and the def2-TZVPD basis) for C3H7N3O2 as an isolated structure.

Geometry (Å):
1 C -1.393 -1.890 -0.829
2 C -0.799 -0.560 -1.052
3 C 0.251 1.350 -0.045
4 H -2.086 -2.441 -1.781
5 H -2.088 -1.552 0.312
6 H -0.795 -2.792 -0.497
7 H -0.273 -0.774 -1.873
8 H -1.550 0.101 -1.783
9 H 1.194 1.382 1.980
10 H 1.311 3.086 1.200
11 N -0.116 -0.033 0.057
12 N 0.682 -0.616 1.054
13 N 0.969 1.870 0.982
14 O 0.642 -1.873 0.942
15 O 0.007 2.003 -1.024

Cartesian forces (eV/Å) of the 6 atoms listed first:
C -5.0113 -2.9139 2.8495
C -3.2440 -0.5165 -2.6233
C 0.4249 1.1836 0.1660
H 1.6826 2.4603 2.8875
H 1.2016 -1.8976 -3.4776
H -0.2404 1.7392 -0.4736

Gap between HOMO and LUMO, eV: 9.59
Spin multiplicity: 1
Energy relative to the best compared isomer or geometry (same formula, charge and spin), kcal per mole: 183.4
Charge: 0

***

4.
Density functional theory data (the ωB97M-V functional and the def2-TZVPD basis) for C26H45ClNPPtS as an isolated structure.

Geometry (Å):
1 Pt -3.086 2.484 -0.921
2 P -0.041 -0.524 -0.067
3 Cl -3.364 0.197 -0.912
4 C -0.112 0.260 2.465
5 H 0.387 -0.527 3.031
6 H -1.099 -0.031 1.982
7 C -0.249 -0.290 -1.941
8 C -0.873 -2.176 0.331
9 C 0.774 -1.006 -2.804
10 H -1.245 -0.737 -2.070
11 C 0.350 -0.866 -4.262
12 H 1.771 -0.574 -2.655
13 H 0.849 -2.071 -2.547
14 C 0.154 0.587 -4.699
15 H 1.092 -1.350 -4.898
16 H -0.589 -1.411 -4.404
17 C -0.771 1.359 -3.762
18 H 1.126 1.091 -4.717
19 H -0.245 0.628 -5.718
20 C -0.412 1.182 -2.295
21 H -0.766 2.425 -4.005
22 H -1.805 1.016 -3.889
23 H 0.484 1.765 -2.028
24 H -1.292 1.600 -1.735
25 C 1.770 -0.661 0.321
26 C -0.526 -2.761 1.712
27 H -1.932 -1.849 0.365
28 C -1.354 -4.017 1.999
29 H 0.547 -3.005 1.772
30 H -0.735 -2.034 2.502
31 C -1.264 -5.069 0.896
32 H -1.052 -4.449 2.957
33 H -2.402 -3.714 2.116
34 C -1.521 -4.486 -0.496
35 H -0.266 -5.525 0.914
36 H -1.982 -5.874 1.089
37 C -0.732 -3.208 -0.792
38 H -1.290 -5.226 -1.266
39 H -2.588 -4.262 -0.604
40 H 0.331 -3.455 -0.937
41 H -1.104 -2.789 -1.736
42 C 2.449 0.643 -0.133
43 H 1.790 -0.647 1.423
44 C 3.822 0.758 0.535
45 H 2.564 0.651 -1.228
46 H 1.829 1.512 0.137
47 C 4.684 -0.489 0.321
48 H 4.335 1.643 0.147
49 H 3.674 0.937 1.607
50 C 3.951 -1.815 0.562
51 H 5.058 -0.479 -0.709
52 H 5.562 -0.438 0.978
53 C 2.567 -1.897 -0.099
54 H 4.568 -2.652 0.218
55 H 3.820 -1.963 1.641
56 H 2.670 -1.935 -1.192
57 H 2.058 -2.822 0.211
58 C -1.531 3.530 -0.393
59 C 0.240 1.518 2.717
60 H -0.654 2.814 -0.332
61 C -0.531 2.386 3.669
62 H 0.988 2.041 2.109
63 C -1.653 3.336 3.171
64 H -1.048 1.663 4.314
65 H 0.130 2.935 4.360
66 C -1.489 4.526 2.201
67 H -2.556 2.760 2.923
68 H -1.905 3.863 4.109
69 C -1.269 4.597 0.635
70 H -2.398 5.112 2.419
71 H -0.667 5.129 2.617
72 H -1.808 5.513 0.323
73 H -0.183 4.827 0.549
74 S -4.396 4.283 -0.813
75 C -4.704 3.882 0.792
76 N -4.908 3.627 1.922

Cartesian forces (eV/Å) of the 6 atoms listed first:
Pt -0.3865 -0.0797 -0.1070
P -0.0679 0.6430 -0.3599
Cl -0.2311 0.4429 -0.0228
C -2.7744 -4.9732 -0.6942
H -0.2265 -0.2036 0.0675
H 1.1862 0.5332 1.1994

Gap between HOMO and LUMO (spin up / spin down), eV: 4.70 / 3.98
Spin multiplicity: 5
⟨S²⟩: 6.024
Energy relative to the best compared isomer or geometry (same formula, charge and spin), kcal per mole: 0.0
Charge: 0

***

5.
Density functional theory data (the ωB97M-V functional and the def2-TZVPD basis) for C9H19N4O10Tl as an isolated structure.

Geometry (Å):
1 Tl 24.280 14.073 -9.429
2 N 22.762 16.433 -12.373
3 O 23.222 17.565 -12.388
4 O 21.614 16.228 -12.750
5 O 23.416 15.495 -11.879
6 N 21.795 17.143 -9.446
7 O 22.416 18.206 -9.646
8 O 20.752 16.924 -10.070
9 O 22.347 16.217 -8.831
10 N 26.550 17.369 -10.474
11 O 26.022 18.378 -10.929
12 O 27.733 17.340 -10.121
13 O 25.855 16.348 -10.325
14 C 23.858 15.037 -4.011
15 C 23.165 15.361 -5.360
16 C 21.994 16.347 -5.190
17 C 22.436 17.748 -4.807
18 C 23.451 18.254 -5.847
19 C 24.624 17.309 -6.168
20 N 24.095 15.924 -6.330
21 O 25.129 15.020 -6.751
22 C 25.218 17.715 -7.540
23 C 25.723 17.362 -5.088
24 C 22.547 14.061 -5.886
25 H 23.286 14.428 -3.307
26 H 24.714 14.385 -4.212
27 H 24.147 15.924 -3.453
28 H 21.487 16.406 -6.157
29 H 21.274 15.866 -4.525
30 H 21.513 18.331 -4.777
31 H 22.812 17.759 -3.781
32 H 23.849 19.197 -5.465
33 H 22.959 18.545 -6.777
34 H 24.585 17.429 -8.373
35 H 26.171 17.203 -7.687
36 H 25.434 18.783 -7.542
37 H 26.390 18.176 -5.383
38 H 26.377 16.488 -5.146
39 H 25.475 17.463 -4.033
40 H 23.254 13.265 -6.127
41 H 21.861 13.657 -5.141
42 H 21.964 14.222 -6.797
43 H 25.465 14.768 -5.877

Cartesian forces (eV/Å) of the 6 atoms listed first:
Tl -0.0510 0.8095 0.0917
N -1.0286 0.1457 0.6019
O 0.4384 -0.0385 -0.1075
O 0.4718 -0.0752 -0.1692
O 0.3887 0.0154 0.0106
N 0.8389 0.0175 -2.5611

Gap between HOMO and LUMO, eV: 3.06
Spin multiplicity: 1
Charge: 0

***

6.
Density functional theory data (the ωB97M-V functional and the def2-TZVPD basis) for a 2-piece molecular cluster, CN3O2S overall.

Geometry (Å):
1 C -1.275 -2.172 1.205
2 N -2.098 -2.366 1.971
3 N 1.240 0.564 -1.333
4 N 0.731 1.579 -0.836
5 O -0.319 1.757 -0.259
6 O 1.683 2.429 -0.967
7 S 0.039 -1.792 0.219

Cartesian forces (eV/Å) of the 6 atoms listed first:
C 2.2544 1.1385 -1.6518
N -2.0242 -0.6816 1.5363
N 0.0173 -0.4880 -0.0644
N -0.6232 0.1803 1.5230
O 0.1509 0.1901 -0.5010
O 0.0659 -0.2276 -0.5395

Gap between HOMO and LUMO (spin up / spin down), eV: 5.08 / 5.09
Spin multiplicity: 1
Energy relative to the best compared isomer or geometry (same formula, charge and spin), kcal per mole: 63.7
Charge: -1

***

What did the sixth record say?
Density functional theory data (the ωB97M-V functional and the def2-TZVPD basis) for a 2-piece molecular cluster, CN3O2S overall.

Geometry (Å):
1 C -1.275 -2.172 1.205
2 N -2.098 -2.366 1.971
3 N 1.240 0.564 -1.333
4 N 0.731 1.579 -0.836
5 O -0.319 1.757 -0.259
6 O 1.683 2.429 -0.967
7 S 0.039 -1.792 0.219

Cartesian forces (eV/Å) of the 6 atoms listed first:
C 2.2544 1.1385 -1.6518
N -2.0242 -0.6816 1.5363
N 0.0173 -0.4880 -0.0644
N -0.6232 0.1803 1.5230
O 0.1509 0.1901 -0.5010
O 0.0659 -0.2276 -0.5395

Gap between HOMO and LUMO (spin up / spin down), eV: 5.08 / 5.09
Spin multiplicity: 1
Energy relative to the best compared isomer or geometry (same formula, charge and spin), kcal per mole: 63.7
Charge: -1